No. 1
C36H40BCl3CsF8LiO20PS2V | ωB97M-V with the def2-TZVPD basis set

The total charge is -2. The calculation puts the total energy at -7214.1487 hartree. The HOMO-LUMO gap is 1.0 eV.

The geometry in XYZ format:
```
114
Properties=species:S:1:pos:R:3:mulliken_charge:R:1
C 0.758 1.390 1.638 -0.261
C 2.099 1.958 2.048 -0.795
O 3.126 1.817 1.093 -0.485
C 3.260 0.518 0.566 -0.518
C 3.551 -0.596 1.576 -0.381
O 2.750 -1.726 1.267 -0.407
C 2.035 -2.193 2.387 -0.210
C 1.035 -3.244 1.981 -0.823
O 0.157 -2.746 0.996 -0.313
C -1.049 -2.277 1.496 -0.199
P -2.207 -2.188 0.050 -0.361
C -2.388 -0.396 -0.348 -0.376
C -3.087 0.517 0.683 -0.600
O -3.664 -0.307 1.730 -0.254
C -3.505 0.200 2.919 1.134
O -2.482 0.643 3.360 -0.522
C -4.785 0.191 3.822 -0.840
C -6.046 0.541 3.021 -1.325
H 0.369 1.878 0.755 0.397
H 0.078 1.547 2.470 0.250
H 0.785 0.318 1.491 -0.099
H 1.962 3.023 2.181 0.460
H 2.412 1.583 3.021 0.290
H 2.430 0.225 -0.066 0.268
H 4.112 0.564 -0.099 0.385
H 4.583 -0.916 1.476 0.366
H 3.412 -0.308 2.611 0.312
H 1.481 -1.376 2.867 0.162
H 2.747 -2.569 3.122 0.533
H 0.538 -3.590 2.884 0.268
H 1.584 -4.087 1.602 0.436
H -0.948 -1.261 1.885 0.016
H -1.458 -2.930 2.263 0.458
H -3.457 -2.681 0.485 -0.031
H -1.361 -0.081 -0.479 0.090
H -2.880 -0.308 -1.302 0.446
H -3.853 1.044 0.140 0.407
H -2.377 1.239 1.049 0.470
H -4.931 -0.862 4.180 0.235
H -4.686 0.849 4.714 0.321
H -6.697 -0.304 2.885 0.312
H -6.602 1.257 3.613 0.363
H -5.814 1.042 2.096 0.299
C -2.384 2.376 -4.973 -0.307
C -1.658 1.210 -4.338 -0.339
O -1.092 1.750 -3.143 -0.295
S -2.052 2.906 -2.554 0.929
O -2.874 2.326 -1.545 -0.483
O -1.303 4.069 -2.316 -0.409
O -2.960 3.092 -3.878 -0.271
H -1.694 3.042 -5.495 0.245
H -3.163 2.053 -5.660 0.343
H -0.879 0.800 -4.975 0.335
H -2.354 0.413 -4.060 0.227
F -0.630 5.744 -0.745 -0.813
C 0.265 -2.934 6.925 0.286
Cl 1.933 -2.700 6.473 -0.015
Cl 0.018 -2.588 8.658 -0.198
Cl -0.815 -1.882 5.951 -0.272
H 0.004 -3.986 6.720 0.189
O 0.493 -5.885 6.694 -1.012
V 0.453 -6.678 8.211 1.175
O 0.448 -7.450 9.753 -0.998
Cs -2.981 -0.825 5.939 1.176
B 2.543 -7.648 2.738 0.598
F 2.483 -8.441 3.907 -0.428
F 1.245 -7.219 2.407 -0.421
F 3.355 -6.515 2.988 -0.425
F 3.080 -8.409 1.709 -0.317
Li 2.803 -8.360 8.256 0.815
C -0.804 6.415 -10.579 -0.519
C -1.175 7.638 -11.129 -0.460
C -1.995 8.498 -10.421 -0.561
C -2.457 8.136 -9.163 0.247
C -2.103 6.899 -8.621 0.106
C -1.267 6.047 -9.329 -0.518
C -2.627 6.471 -7.292 0.490
O -2.323 5.401 -6.815 -0.656
C -3.544 7.389 -6.565 0.034
C -4.080 6.984 -5.350 -0.466
C -4.922 7.831 -4.653 -0.686
C -5.227 9.088 -5.164 -0.363
C -4.700 9.495 -6.376 -0.701
C -3.863 8.645 -7.086 0.446
C -3.326 9.082 -8.404 0.536
O -3.589 10.178 -8.856 -0.687
H -0.155 5.748 -11.130 0.403
H -0.821 7.919 -12.112 0.389
H -2.280 9.451 -10.843 0.461
H -0.984 5.096 -8.901 0.497
H -3.837 6.008 -4.952 0.713
H -5.340 7.513 -3.708 0.420
H -5.880 9.751 -4.612 0.382
H -4.938 10.470 -6.776 0.468
C 3.503 -9.441 -1.891 0.608
F 4.401 -8.733 -1.197 -0.213
F 2.349 -9.351 -1.224 -0.211
F 3.320 -8.781 -3.058 -0.270
S 4.034 -11.191 -2.170 1.118
O 4.176 -11.719 -0.834 -0.654
O 5.274 -11.035 -2.906 -0.684
O 2.933 -11.742 -2.936 -0.683
C 5.289 -2.677 7.310 -0.426
C 6.010 -2.041 6.243 0.416
C 7.405 -2.588 6.002 0.512
O 8.118 -2.209 5.103 -0.527
C 7.886 -3.606 6.922 -0.365
C 7.167 -4.232 7.994 0.362
C 5.737 -3.759 8.165 0.515
O 4.975 -4.240 8.978 -0.611
O 7.609 -5.082 8.737 -0.557
O 5.588 -1.140 5.557 -0.557
H 4.280 -2.342 7.532 0.616
H 8.913 -3.906 6.740 0.444
```

No. 2
C36H40F10N12ORbS3Se | ωB97M-V with the def2-TZVPD basis set

The total charge is -1. As for the energy relative to the best compared isomer or geometry (same formula, charge and spin): 281.4 kJ/mol. The calculation puts the total energy at -6746.7196 hartree. The HOMO-LUMO gap (spin up / spin down) is 4.1 / 4.1 eV.

The geometry in XYZ format:
```
104
Properties=species:S:1:pos:R:3:mulliken_charge:R:1
Rb -0.055 -0.676 1.201 0.474
C 2.652 1.325 2.550 -0.989
N 1.292 1.453 2.841 1.500
C 0.969 1.153 4.225 -1.578
C 0.445 -0.261 4.546 0.034
N -0.869 -0.324 3.940 -0.330
C -1.391 -1.463 3.733 -0.688
C -2.687 -1.495 3.054 0.446
F -3.329 -0.328 2.984 -0.486
C -3.226 -2.632 2.495 0.294
F -4.359 -2.525 1.807 -0.428
C -2.724 -3.900 2.709 0.707
F -3.343 -4.977 2.172 -0.430
C -1.599 -4.038 3.529 0.373
F -1.061 -5.242 3.823 -0.372
C -0.940 -2.865 3.933 0.806
F 0.186 -3.118 4.688 -0.485
C 0.765 2.750 2.357 -1.534
C 0.501 2.993 0.800 -0.777
N -0.308 2.135 0.046 0.828
C -1.610 1.990 0.204 -0.169
C -2.516 2.625 1.122 -0.192
F -2.163 3.648 1.885 -0.535
C -3.874 2.212 1.252 0.281
F -4.650 2.987 2.007 -0.395
C -4.404 1.193 0.498 0.684
F -5.695 0.853 0.725 -0.410
C -3.575 0.553 -0.382 0.149
F -4.029 -0.373 -1.274 -0.436
C -2.245 0.950 -0.567 0.427
F -1.550 0.303 -1.504 -0.059
H 3.248 2.026 3.213 0.287
H 2.830 1.555 1.494 0.179
H 3.029 0.299 2.647 0.140
H 0.144 1.831 4.588 0.398
H 1.801 1.383 4.895 0.470
H 0.486 -0.496 5.633 0.422
H 1.120 -0.926 4.061 -0.147
H 1.224 3.653 2.708 0.281
H -0.234 2.771 2.806 0.355
H 1.513 2.974 0.311 0.351
H 0.191 4.047 0.772 -0.322
N 2.351 -4.162 3.387 -0.266
C 3.129 -3.439 2.605 0.346
N 2.631 -2.699 1.629 0.349
C 3.667 -2.010 1.030 -0.412
C 4.879 -2.063 1.636 -0.397
S 4.870 -3.288 2.903 -0.363
C 3.413 -1.197 -0.202 -0.715
C 4.361 -1.032 -1.158 -0.270
S 3.714 -0.209 -2.515 -0.362
C 2.282 0.073 -1.631 0.090
N 2.213 -0.572 -0.486 0.677
N 1.321 0.922 -2.106 0.136
H 1.387 -4.116 3.166 0.040
H 2.724 -4.699 4.170 0.189
H 5.750 -1.533 1.305 0.518
H 5.390 -1.411 -1.071 0.414
H 1.508 1.653 -2.735 0.381
H 0.622 1.157 -1.377 -0.294
C -2.220 3.694 -3.370 -0.573
C -1.500 4.985 -3.781 -1.271
N -0.334 5.331 -2.910 0.314
C -0.503 6.307 -1.896 -0.893
C -1.397 5.900 -0.795 -0.533
C 0.805 4.548 -3.089 1.371
C 2.004 4.964 -2.312 -1.467
N 0.959 3.577 -3.911 -0.953
H -3.195 3.647 -3.971 0.436
H -2.537 3.682 -2.345 0.070
H -1.705 2.757 -3.560 0.179
H -2.243 5.789 -3.765 0.365
H -1.009 4.847 -4.737 0.539
H -0.922 7.171 -2.465 0.293
H 0.451 6.633 -1.465 0.430
H -2.442 5.956 -1.127 0.348
H -1.225 6.455 0.149 0.431
H -1.166 4.924 -0.416 -0.240
H 2.348 5.923 -2.677 0.400
H 2.765 4.208 -2.408 0.308
H 1.841 5.052 -1.209 0.260
H 0.127 3.189 -4.335 0.195
C -1.764 -2.075 -3.826 -0.979
S -0.311 -2.480 -2.885 0.902
C -1.767 -3.344 -0.912 0.045
O 0.710 -3.114 -3.754 -0.682
H -2.185 -3.026 -4.186 0.350
H -1.373 -1.408 -4.642 0.355
H -2.387 -1.483 -3.135 0.218
H -2.097 -2.265 -1.092 -0.327
H -1.184 -3.319 0.045 -0.136
H -2.700 -3.936 -0.850 0.213
Se -2.598 -6.437 -3.002 0.030
N -0.833 -6.534 -3.196 -0.681
C 0.044 -6.025 -2.325 -0.160
C 1.295 -6.689 -2.204 -0.313
C 2.300 -6.195 -1.421 -1.017
C 2.105 -4.955 -0.749 0.092
N 1.009 -4.278 -0.876 0.212
C 0.036 -4.797 -1.641 0.137
N -0.942 -3.782 -1.970 0.462
H 1.506 -7.602 -2.712 0.462
H 3.254 -6.697 -1.288 0.413
H 2.809 -4.495 -0.063 0.208
```

No. 3
C36H40N2O3Si | ωB97M-V with the def2-TZVPD basis set

The calculation puts the total energy at -2020.3484 hartree. The HOMO-LUMO gap is 5.1 eV.

The geometry in XYZ format:
```
82
Properties=species:S:1:pos:R:3:mulliken_charge:R:1
C 4.024 3.290 2.553 -1.082
Si 3.831 1.645 3.387 0.329
C 5.286 0.522 3.126 -1.143
C 3.424 1.833 5.197 -0.942
O 2.588 0.848 2.624 -0.435
C 1.194 0.686 2.774 2.269
C 0.888 -0.437 3.797 0.103
C 1.873 -1.363 4.145 -0.296
C 1.568 -2.408 5.024 -0.714
C 0.270 -2.556 5.514 -0.766
C -0.723 -1.640 5.156 -0.886
C -0.407 -0.568 4.317 -0.540
C 0.554 2.042 3.116 0.315
C 0.184 2.324 4.433 -0.318
C -0.359 3.572 4.759 -0.968
C -0.458 4.566 3.785 -0.704
C 0.000 4.312 2.486 -0.806
C 0.521 3.056 2.154 -0.471
C 0.747 0.144 1.361 -1.534
C 1.410 -1.200 1.014 -1.133
C 0.413 -2.288 1.396 -0.758
C -0.959 -1.600 1.480 -0.715
N -0.681 -0.176 1.318 0.695
C -1.638 0.732 1.158 0.662
C -3.017 0.432 1.122 -2.245
C -3.662 -0.580 0.475 0.288
C -4.954 -0.951 0.958 0.595
C -5.957 -1.517 0.136 -0.135
C -7.250 -1.720 0.602 -0.920
C -7.584 -1.400 1.925 -0.315
C -6.603 -0.876 2.786 -0.818
C -5.303 -0.691 2.324 -0.313
H 4.863 3.830 3.016 0.393
H 4.239 3.152 1.485 0.292
H 3.119 3.905 2.640 0.269
H 6.186 0.976 3.560 0.403
H 5.130 -0.456 3.598 0.304
H 5.459 0.358 2.054 0.324
H 4.361 2.058 5.729 0.528
H 2.716 2.655 5.371 0.268
H 2.996 0.911 5.619 0.251
H 2.879 -1.279 3.724 0.130
H 2.359 -3.108 5.305 0.418
H 0.026 -3.387 6.178 0.422
H -1.748 -1.742 5.523 0.450
H -1.171 0.175 4.066 0.586
H 0.325 1.572 5.214 0.602
H -0.703 3.744 5.782 0.439
H -0.878 5.541 4.039 0.414
H -0.052 5.086 1.718 0.439
H 0.908 2.869 1.147 0.423
H 0.987 0.911 0.607 0.984
H 1.535 -1.199 -0.077 0.628
H 2.405 -1.306 1.452 0.276
H 0.391 -3.105 0.668 0.560
H 0.656 -2.721 2.372 0.155
H -1.654 -1.944 0.706 0.211
H -1.458 -1.803 2.445 0.373
H -1.335 1.776 1.142 0.618
H -3.595 1.206 1.648 0.649
H -3.233 -0.955 -0.611 -0.101
H -5.706 -1.746 -0.895 0.504
H -7.994 -2.124 -0.085 0.418
H -8.599 -1.560 2.289 0.359
H -6.852 -0.611 3.816 0.370
H -4.520 -0.319 2.993 0.414
C -3.120 -1.887 -1.455 -1.013
N -3.798 -1.408 -2.679 1.188
O -5.056 -1.494 -2.731 -0.791
O -3.124 -0.922 -3.609 -0.679
C -1.715 -2.222 -1.792 0.897
C -0.835 -1.311 -2.414 -0.101
C 0.394 -1.762 -2.900 -1.034
C 0.786 -3.089 -2.695 -0.351
C -0.033 -3.966 -1.980 -0.672
C -1.266 -3.520 -1.500 -0.055
H -3.682 -2.735 -1.038 0.523
H -1.119 -0.269 -2.519 0.529
H 1.027 -1.062 -3.450 0.374
H 1.744 -3.435 -3.081 0.384
H 0.275 -5.002 -1.807 0.405
H -1.921 -4.169 -0.914 0.326
```

No. 4
C36H40N6O6PtS | ωB97M-V with the def2-TZVPD basis set

As for the energy relative to the best compared isomer or geometry (same formula, charge and spin): 177.2 kJ/mol. The calculation puts the total energy at -2693.2038 hartree. The HOMO-LUMO gap is 8.3 eV.

The geometry in XYZ format:
```
90
Properties=species:S:1:pos:R:3:mulliken_charge:R:1
Pt -0.018 0.427 0.051 1.655
C -4.292 -4.620 2.477 -1.566
C -5.057 -3.924 1.388 0.842
C -6.371 -4.268 1.097 -0.685
C -7.085 -3.628 0.095 -0.766
C -6.473 -2.634 -0.652 -1.123
C -5.157 -2.282 -0.395 -0.223
C -4.457 -2.910 0.632 0.276
N -3.107 -2.599 0.914 -0.004
C -2.454 -1.419 0.705 -0.175
N -3.225 -0.315 0.735 0.130
C -2.988 0.964 0.191 -0.435
C -1.771 1.323 -0.376 -0.450
C -1.722 2.536 -1.064 0.199
C -2.805 3.396 -1.100 -1.190
C -3.970 3.061 -0.430 -0.777
C -4.086 1.840 0.211 1.352
C -5.373 1.468 0.902 -1.700
N -1.156 -1.387 0.602 0.022
C -0.454 -2.595 0.292 -0.852
C 0.460 -3.078 1.222 -0.692
C 1.184 -4.230 0.957 -0.933
C 0.990 -4.896 -0.242 -0.927
C 0.096 -4.397 -1.175 -0.558
C -0.636 -3.239 -0.943 1.484
C -1.543 -2.693 -2.011 -1.480
H -4.941 -5.301 3.026 0.411
H -3.869 -3.905 3.185 0.313
H -3.464 -5.212 2.077 0.334
H -6.843 -5.054 1.675 0.376
H -8.109 -3.912 -0.108 0.404
H -7.009 -2.141 -1.452 0.427
H -4.670 -1.537 -1.011 0.675
H -2.496 -3.376 1.124 0.400
H -4.187 -0.496 0.972 0.330
H -0.817 2.805 -1.591 0.520
H -2.732 4.333 -1.637 0.448
H -4.812 3.743 -0.418 0.390
H -6.037 2.329 0.945 0.419
H -5.204 1.133 1.929 0.359
H -5.912 0.673 0.376 0.324
H 0.630 -2.525 2.135 0.512
H 1.905 -4.582 1.678 0.642
H 1.556 -5.792 -0.464 0.408
H -0.024 -4.903 -2.127 0.424
H -1.305 -3.154 -2.970 0.465
H -1.401 -1.613 -2.109 0.101
H -2.593 -2.902 -1.807 0.239
C 0.074 3.295 3.289 -1.976
C 0.243 2.450 2.072 1.183
N -0.253 1.307 1.888 1.366
O -1.032 0.735 2.873 -0.695
C 1.062 2.825 0.932 0.326
C 2.047 3.955 0.963 -2.265
N 0.931 2.064 -0.113 1.803
O 1.477 2.104 -1.198 -0.848
H -0.867 3.072 3.783 0.475
H 0.111 4.349 3.020 0.426
H 0.882 3.093 3.996 0.346
H -1.168 -0.165 2.544 0.393
H 2.572 3.976 1.917 0.449
H 1.559 4.922 0.818 0.379
H 2.774 3.818 0.165 0.426
C 2.031 -1.657 -2.087 -0.932
C 1.359 -0.319 -2.383 1.223
C 1.172 -0.131 -3.884 -1.685
O 0.087 -0.251 -1.799 -0.538
H 3.067 -1.662 -2.435 0.453
H 1.495 -2.462 -2.597 0.343
H 2.025 -1.885 -1.021 -0.122
H 1.992 0.501 -2.006 -0.041
H 0.517 -0.913 -4.272 0.329
H 2.129 -0.191 -4.408 0.363
H 0.716 0.837 -4.093 0.358
O 3.043 -3.601 2.922 -0.707
S 3.384 -2.209 3.050 1.231
O 3.708 -1.721 4.361 -0.726
N 2.238 -1.270 2.350 -0.548
C 2.716 -0.633 1.309 -0.314
O 2.070 0.177 0.578 -0.461
C 4.164 -0.875 1.022 0.245
C 4.948 -0.318 0.029 -0.413
C 6.275 -0.726 -0.050 -0.739
C 6.791 -1.661 0.843 -0.518
C 5.999 -2.207 1.848 -0.632
C 4.687 -1.790 1.911 -0.027
H 4.531 0.411 -0.654 0.456
H 6.918 -0.315 -0.817 0.409
H 7.826 -1.963 0.756 0.392
H 6.396 -2.929 2.548 0.469
```

No. 5
C36H41BrN2O4SiTa | ωB97M-V with the def2-TZVPD basis set

The total charge is +1. The calculation puts the total energy at -4727.2781 hartree. The HOMO-LUMO gap is 6.8 eV.

The geometry in XYZ format:
```
86
Properties=species:S:1:pos:R:3:mulliken_charge:R:1
Ta 13.619 12.925 8.319 0.171
O 9.321 16.289 9.561 -0.606
C 8.945 15.041 9.802 1.098
C 7.592 14.965 10.087 -1.159
C 7.123 13.711 10.347 -0.216
C 7.977 12.549 10.321 -0.971
C 9.262 12.688 9.984 -0.585
C 9.809 13.955 9.714 -0.198
C 11.177 14.012 9.356 1.348
O 11.723 12.857 9.040 -0.319
N 11.851 15.142 9.249 -1.201
N 13.074 14.942 8.552 1.094
C 13.695 16.026 8.245 -0.410
C 15.011 16.151 7.695 0.688
C 15.500 17.412 7.351 -0.845
C 16.697 17.501 6.626 -0.809
C 17.486 16.269 6.437 -0.512
C 16.991 15.052 6.823 -0.472
C 15.752 14.959 7.403 0.286
O 15.315 13.712 7.714 -0.600
H 10.280 16.428 9.482 0.337
H 6.978 15.820 10.056 0.545
H 6.091 13.527 10.641 0.362
H 7.547 11.594 10.659 0.398
H 9.909 11.854 9.990 0.612
H 13.089 16.963 8.476 0.312
H 14.957 18.285 7.612 0.516
H 17.040 18.448 6.291 0.503
H 18.503 16.424 6.069 0.421
H 17.552 14.132 6.644 0.475
C 15.926 9.774 15.214 -1.533
C 16.952 10.234 14.167 1.731
C 17.774 11.454 14.643 -1.409
C 17.923 9.018 14.066 -1.796
C 16.197 10.550 12.862 0.041
C 15.515 11.771 12.767 -0.761
C 14.857 11.984 11.620 -0.065
Br 14.038 13.738 11.346 -0.100
C 14.798 11.158 10.519 0.435
O 14.246 11.570 9.360 0.501
C 15.395 9.914 10.547 -0.774
C 16.143 9.675 11.770 0.099
C 15.347 8.877 9.312 2.374
C 16.121 9.450 8.078 -1.317
C 13.936 8.580 8.929 -1.505
C 15.927 7.589 9.710 -2.393
H 16.442 9.672 16.189 0.467
H 15.423 8.816 14.892 0.332
H 15.117 10.518 15.314 0.354
H 17.872 11.452 15.804 0.309
H 17.416 12.441 14.378 0.345
H 18.789 11.294 14.273 0.374
H 18.403 8.858 15.071 0.382
H 18.756 9.208 13.341 0.419
H 17.449 8.021 13.791 0.353
H 15.438 12.571 13.577 0.342
H 16.608 8.696 11.899 0.363
H 15.522 10.227 7.636 -0.171
H 16.360 8.720 7.346 0.562
H 17.045 9.861 8.435 0.329
H 13.327 9.449 8.730 -0.062
H 13.393 8.010 9.712 0.396
H 14.049 7.893 8.087 0.515
H 17.010 7.678 9.743 0.411
H 15.691 6.793 8.973 0.429
H 15.524 7.226 10.664 0.479
C 14.149 10.629 5.216 -1.177
Si 12.850 11.552 6.249 0.330
C 11.193 10.845 6.438 -1.239
C 12.615 13.298 5.795 0.449
C 11.326 13.878 5.726 -0.481
C 11.082 15.152 5.223 -0.877
C 12.184 15.915 4.905 -0.646
C 13.460 15.412 4.955 -0.699
C 13.730 14.098 5.409 0.251
H 13.836 10.330 4.212 0.509
H 14.598 9.785 5.754 0.302
H 15.066 11.192 5.020 0.353
H 10.755 10.760 5.428 0.370
H 10.634 11.338 7.224 0.279
H 11.360 9.896 6.837 0.472
H 10.488 13.353 6.146 0.333
H 10.082 15.511 5.250 0.469
H 12.011 16.876 4.471 0.479
H 14.325 16.061 4.654 0.388
H 14.764 13.683 5.354 0.413
```